Record 1
This record from the Open Molecules 2025 dataset describes a cluster of 12 separate species, C29H52Cl22FN2O3 in total at a distorted geometry. The level of theory is ωB97M-V/def2-TZVPD.

Results
- Gap between HOMO and LUMO: 0.28489 Eh
- E_LUMO: -0.1290 Ha
- Charge: +1
- DFT total energy: -11694.927490 Ha
- HOMO: -0.414 Ha

Structure (XYZ):
```
109
Properties=species:S:1:pos:R:3:lowdin_charge:R:1
C 8.33404 1.13294 1.18704 0.1233
C 7.17486 0.78756 1.27890 -0.0546
C 5.65841 0.38432 1.46889 -0.2792
C 5.70346 -0.94934 2.31699 -0.0320
C 4.43764 -0.92052 3.42935 -0.2270
C 4.05489 -2.40048 4.03057 0.0143
O 4.81635 -1.26308 4.81729 -0.1619
C 5.06497 1.71384 2.08212 -0.1656
O 4.88210 2.13377 3.34823 0.1829
N 4.68311 2.43986 1.04513 -0.0350
N 4.07350 3.69665 1.15458 0.1412
C 4.93915 1.78860 -0.29964 -0.1378
F 3.79670 2.13110 -1.04441 0.0275
C 4.76592 0.26615 0.15463 -0.1511
C 5.20246 -0.87603 -0.86182 -0.1168
C 3.86252 -1.64967 -1.31759 -0.1738
C 3.16068 -2.41202 -0.10663 -0.1892
C 1.57637 -2.43897 -0.17874 -0.2177
C 0.85864 -2.08003 1.20283 -0.1832
C 0.70908 -0.49354 1.30450 -0.2161
C -0.70853 0.00353 1.80897 -0.1586
C -1.85441 -0.33343 0.72784 -0.2176
O -2.31800 0.85941 0.06075 -0.2232
C -1.79222 0.90515 -1.28929 -0.1087
H 9.36389 1.56850 1.22656 0.0437
H 5.47751 -1.85689 1.67471 0.1121
H 6.63998 -1.09058 2.92051 0.1367
H 3.55686 -0.17368 3.23693 0.1389
H 4.72111 -3.24414 3.70775 0.1117
H 3.31443 -2.43454 4.87746 0.1249
H 5.30140 1.52672 3.99754 0.1646
H 3.25169 3.62508 1.77177 0.1298
H 4.74256 4.37390 1.55429 0.1299
H 5.95149 2.06608 -0.73231 0.1869
H 3.72348 0.12319 0.59409 0.1527
H 5.61123 -0.37789 -1.79514 0.1282
H 5.95248 -1.60011 -0.42960 0.1223
H 3.21358 -0.85037 -1.78906 0.1184
H 4.18147 -2.42909 -2.08035 0.1175
H 3.60162 -3.46301 -0.10543 0.1222
H 3.47509 -1.97010 0.89918 0.0779
H 1.16192 -1.80110 -1.02525 0.1103
H 1.27656 -3.50206 -0.42614 0.0590
H 1.49956 -2.48772 2.04765 0.1031
H -0.15002 -2.59394 1.25740 0.1149
H 0.85668 -0.09138 0.24952 0.0956
H 1.52242 -0.07794 1.98669 0.0838
H -1.01879 -0.44497 2.80745 0.1158
H -0.64513 1.13518 1.91980 0.1179
H -1.51445 -1.12259 -0.01633 0.1199
H -2.74981 -0.72240 1.31088 0.1261
H -2.19893 0.02240 -1.86480 0.0672
H -0.66650 0.80565 -1.26030 0.0809
H -2.09023 1.86262 -1.80692 0.0973
C -4.84563 -0.82555 -3.24474 -1.0480
Cl -4.07573 0.48395 -4.15236 0.5157
Cl -4.17114 -2.39642 -3.69113 0.4869
H -4.68320 -0.66092 -2.18353 -0.0363
H -5.91242 -0.82520 -3.45931 0.0199
C 1.55829 -6.21574 -2.32492 -1.0098
Cl 0.31999 -6.55459 -1.11061 0.5110
Cl 1.36142 -4.59319 -2.99890 0.5264
H 2.53844 -6.28895 -1.85956 0.0256
H 1.47566 -6.94431 -3.12786 0.0296
C -8.05648 -1.38710 -0.58900 -1.1086
Cl -8.55210 -2.48622 -1.88419 0.5012
Cl -6.32244 -1.53249 -0.25415 0.5335
H -8.27250 -0.36657 -0.88882 -0.0342
H -8.60887 -1.63132 0.31180 -0.0693
C 2.77937 7.04289 -0.41299 -1.0663
Cl 1.05557 6.93850 -0.78670 0.5170
Cl 3.15293 8.52563 0.47543 0.5056
H 3.06125 6.18621 0.19458 -0.0038
H 3.34277 7.03701 -1.34140 -0.0344
C -8.13623 -2.54478 3.48165 -1.0173
Cl -9.36451 -2.95461 4.68306 0.5159
Cl -8.37451 -0.90929 2.85155 0.5238
H -7.15484 -2.60355 3.94604 0.0283
H -8.19812 -3.25256 2.65790 0.0281
C 10.05635 4.11297 -0.98177 -1.0050
Cl 11.43909 3.17496 -0.40657 0.5204
Cl 8.87521 4.36754 0.31031 0.4888
H 10.40661 5.08016 -1.33448 0.0316
H 9.57797 3.57392 -1.79602 0.0291
C -6.19134 -4.52474 -6.15720 -1.0237
Cl -6.81607 -4.09427 -4.56203 0.4653
Cl -4.98413 -5.81212 -6.04786 0.4964
H -7.01574 -4.86602 -6.77867 0.0270
H -5.73078 -3.64641 -6.60392 0.0247
C -10.83701 1.29377 -0.70860 -1.0142
Cl -9.79607 1.80981 -2.04295 0.5244
Cl -10.76066 -0.45838 -0.47890 0.5826
H -10.50899 1.78367 0.20592 -0.0635
H -11.86319 1.57636 -0.93115 0.0316
C -11.60909 4.54124 1.92660 -0.9957
Cl -10.57311 5.05281 0.58913 0.5165
Cl -11.53600 2.78975 2.15812 0.5564
H -11.27706 5.03145 2.83856 0.0286
H -12.63549 4.82505 1.70688 0.0302
C 6.82672 8.72816 -1.40971 -1.0045
Cl 5.94819 7.22844 -1.74584 0.5193
Cl 8.14966 8.45562 -0.27095 0.5041
H 7.23616 9.11122 -2.34129 0.0308
H 6.13731 9.45321 -0.98324 0.0229
C -3.36634 -7.31461 -0.01261 -1.0381
Cl -2.33832 -7.21632 1.42433 0.4779
Cl -4.52935 -8.63736 0.12047 0.5109
H -3.90805 -6.37816 -0.12311 0.0270
H -2.73827 -7.48315 -0.88437 0.0072
```

Record 2
This record from the Open Molecules 2025 dataset describes an isolated molecule of C5H9NS at a distorted geometry. The level of theory is ωB97M-V/def2-TZVPD.

Results
- Gap between HOMO and LUMO: 0.35447 Eh
- E_LUMO: 0.0331 Ha
- Energy relative to the best compared isomer or geometry (same formula, charge and spin): 2.608 eV
- Structure (SMILES): S[C@@H]1[C@H]2CNC[C@@H]12
- DFT total energy: -648.757295 Ha
- HOMO: -0.321 Ha

Structure (XYZ):
```
16
Properties=species:S:1:pos:R:3:nbo_charge:R:1
S 1.50786 -0.02764 -1.90639 -0.0554
C 0.95228 -0.04933 -0.11795 -0.3266
C -0.42351 -0.76883 -0.06979 -0.2569
C -1.06531 -1.12297 1.24979 -0.2450
N -1.46073 0.18203 1.89191 -0.6166
C -0.72536 1.21484 1.22585 -0.2446
C -0.39489 0.71971 -0.18538 -0.2638
H 1.57953 -1.36142 -2.24217 0.1285
H 1.53317 0.10491 0.77891 0.2341
H -0.78642 -1.27437 -1.01384 0.2445
H -2.03341 -1.65680 1.20217 0.2060
H -0.37132 -1.67241 1.93609 0.1971
H -2.41605 0.20710 1.76650 0.3515
H -1.25797 2.21043 1.65358 0.2336
H 0.37568 1.35540 1.64935 0.1713
H -0.58306 1.29468 -1.08686 0.2424
```

Record 3
This record from the Open Molecules 2025 dataset describes a cluster of 2 separate species, C7H16N in total. The level of theory is ωB97M-V/def2-TZVPD.

Results
- Gap between HOMO and LUMO: 0.34080 Eh
- E_LUMO: -0.1189 Ha
- Energy relative to the best compared isomer or geometry (same formula, charge and spin): 1.075 eV
- Charge: +1
- DFT total energy: -330.789090 Ha
- HOMO: -0.460 Ha

Structure (XYZ):
```
24
Properties=species:S:1:pos:R:3:nbo_charge:R:1
C -2.16566 1.82869 2.26371 -0.3093
C -2.24979 1.10242 1.15943 -0.2641
C -1.59870 1.49746 -0.08901 -0.2002
C -1.87358 0.90779 -1.25548 -0.4526
H -1.58251 2.73886 2.27516 0.1973
H -2.67532 1.57268 3.18027 0.2190
H -2.85298 0.19963 1.11455 0.2111
H -0.90515 2.33108 -0.02887 0.2095
H -1.41105 1.13076 -2.20879 0.2014
H -2.61724 0.12025 -1.24552 0.2089
C 2.33246 -0.32621 0.60135 -0.6369
C 2.02213 -1.16846 -0.62271 -0.0360
C 1.69060 -2.62277 -0.34293 -0.6313
N 0.85948 -0.51836 -1.35071 -0.6888
H 2.55632 0.70305 0.31589 0.2243
H 1.50765 -0.33625 1.31540 0.2271
H 3.19966 -0.73828 1.11200 0.2557
H 2.86368 -1.12592 -1.31490 0.2210
H 0.84282 -2.73536 0.33021 0.2269
H 2.57768 -3.07392 0.08933 0.2560
H 1.45155 -3.12664 -1.28073 0.2218
H 1.08282 0.42857 -1.65579 0.4410
H 0.56465 -1.09675 -2.13885 0.4390
H 0.02605 -0.41680 -0.75270 0.4591
```

Record 4
This record from the Open Molecules 2025 dataset describes an isolated molecule of H8Si4 at a distorted geometry. The level of theory is ωB97M-V/def2-TZVPD.

Results
- Gap between HOMO and LUMO (spin up / spin down): 0.20313 / 0.18796 Eh
- E_LUMO (spin up / spin down): 0.0017 / -0.1358 Ha
- Energy relative to the best compared isomer or geometry (same formula, charge and spin): 1.565 eV
- Spin multiplicity: 3
- DFT total energy: -1162.479471 Ha
- HOMO (spin up / spin down): -0.201 / -0.324 Ha

Structure (XYZ):
```
12
Properties=species:S:1:pos:R:3:mulliken_spin:R:1
Si -1.72312 0.58492 1.25286 0.4846
Si -1.39240 1.48857 -0.95976 0.6585
Si -0.15442 -0.47436 -0.16541 0.3511
Si 2.10027 -1.34342 -0.18673 0.1803
H -1.38462 0.81866 2.69405 0.0556
H -3.15213 0.10331 1.44328 0.0701
H -2.69139 1.27277 -1.82650 0.0989
H -0.53572 2.67458 -1.20316 0.0096
H -0.61262 -1.69360 -0.70231 0.0281
H 1.89640 -2.76864 -0.55809 0.0303
H 3.11989 -1.69295 0.85774 0.0242
H 2.78089 -0.95556 -1.30889 0.0087
```